Below is a structure of composition C42H53N3OSSiW at a distorted geometry, with properties calculated with ωB97M-V/def2-TZVPD.

Values from the calculation:
- F_max: 1.06 eV Å⁻¹
- Total charge: +2
- E_tot: -2626.17724 a.u.
- Energy above the lowest of the compared OMol25 structures with the same formula, charge and spin: 0.00 kJ/mol
- HOMO level (spin up / spin down): -13.124 / -13.707 eV
- Spin multiplicity: 3
- <S²>: 2.01

Each line ends with the Löwdin charge.
CARTESIAN COORDINATES (ANGSTROEM)
1 W -0.21974 -0.34792 1.18078  1.542
2 C -0.39147 -3.21517 2.38845  -0.143
3 C -1.70909 -2.52870 2.72511  -0.145
4 N -1.55625 -1.05598 2.86389  -0.184
5 C -1.22057 -0.56003 4.21924  -0.224
6 C 0.21048 -0.88740 4.61672  -0.379
7 S 1.37649 -0.36808 3.30940  0.946
8 C 2.30471 -1.89468 2.92037  -0.359
9 C 1.87333 -2.57997 1.62138  -0.211
10 N 0.40407 -2.46152 1.36789  -0.167
11 H 0.22449 -3.32222 3.27634  0.103
12 H -0.59563 -4.22446 2.03059  0.145
13 H -2.42740 -2.69651 1.92378  0.112
14 H -2.12130 -2.96716 3.63697  0.142
15 H -2.45047 -0.63374 2.61336  0.125
16 H -1.35905 0.52161 4.19992  0.122
17 H -1.90873 -0.97417 4.95974  0.139
18 H 0.47180 -0.34694 5.52434  0.097
19 H 0.35019 -1.94709 4.81717  0.082
20 H 3.34802 -1.59188 2.83086  0.081
21 H 2.22344 -2.54518 3.78955  0.089
22 H 2.38021 -2.11909 0.77949  0.089
23 H 2.15786 -3.63346 1.66527  0.144
24 H 0.23203 -2.88963 0.45863  0.121
25 C -5.44350 2.87662 1.49365  -0.023
26 C -3.99394 2.49333 1.41653  -0.223
27 C -3.02214 3.27599 2.04624  0.019
28 C -1.67851 2.94152 1.99112  -0.239
29 C -0.60988 3.76915 2.64698  -0.006
30 C -1.33413 1.80582 1.25318  -0.131
31 C -2.28556 1.03380 0.54386  -0.296
32 C -3.62696 1.35251 0.69749  0.018
33 N -1.70865 -0.12241 -0.02812  -0.105
34 C -2.12358 -0.83262 -1.26861  -0.423
35 C -0.83668 -1.11777 -2.05929  -0.100
36 C -1.14028 -1.89253 -3.34012  -0.271
37 C -1.82006 -3.21595 -2.97515  -0.103
38 C -3.12028 -2.93394 -2.21501  -0.273
39 C -4.05184 -2.08930 -3.09140  -0.102
40 C -3.36201 -0.76725 -3.44614  -0.269
41 C -2.06946 -1.04817 -4.21396  -0.100
42 C -3.06115 -0.00139 -2.14914  -0.073
43 C -2.79741 -2.16553 -0.92765  -0.088
44 H -5.60119 3.70014 2.18618  0.086
45 H -6.05542 2.03230 1.81308  0.093
46 H -5.80640 3.18491 0.51148  0.100
47 H -3.32812 4.17123 2.57408  0.131
48 H -0.95097 4.78996 2.80779  0.095
49 H 0.29072 3.79967 2.02944  0.077
50 H -0.34140 3.35620 3.62278  0.089
51 H -0.25801 1.78327 0.98581  0.076
52 H -4.40237 0.74520 0.25147  0.118
53 H -0.14186 -1.69911 -1.43622  0.095
54 H -0.33162 -0.17405 -2.28857  0.118
55 H -0.20201 -2.08262 -3.86494  0.135
56 H -1.14706 -3.82809 -2.36237  0.119
57 H -2.03621 -3.79018 -3.87855  0.130
58 H -3.60961 -3.87462 -1.95467  0.146
59 H -4.99436 -1.89774 -2.57015  0.126
60 H -4.29688 -2.63909 -4.00257  0.130
61 H -4.02974 -0.15643 -4.05594  0.149
62 H -1.57710 -0.10979 -4.48572  0.127
63 H -2.29419 -1.57590 -5.14351  0.131
64 H -4.00904 0.17868 -1.64132  0.108
65 H -2.60676 0.97135 -2.36321  0.138
66 H -2.11837 -2.76793 -0.30603  0.099
67 H -3.71057 -1.98325 -0.34893  0.130
68 O 1.35868 -0.02695 0.25064  -0.480
69 Si 2.59666 0.77896 -0.57437  0.571
70 C 2.65281 -0.00168 -2.25068  -0.243
71 C 2.75490 -1.39308 -2.37642  -0.114
72 C 2.79184 -1.99408 -3.62459  -0.078
73 C 2.72449 -1.20891 -4.77055  -0.066
74 C 2.62306 0.16952 -4.66547  -0.058
75 C 2.58923 0.77065 -3.41192  -0.073
76 C 4.09769 0.44887 0.47207  -0.234
77 C 4.16257 0.98262 1.76688  -0.143
78 C 5.23621 0.70676 2.60148  -0.077
79 C 6.26865 -0.10897 2.15060  -0.065
80 C 6.23055 -0.63205 0.86593  -0.060
81 C 5.15519 -0.35128 0.03064  -0.074
82 C 2.08526 2.56600 -0.59470  -0.238
83 C 2.89331 3.59224 -0.09813  -0.076
84 C 2.45264 4.91048 -0.10885  -0.062
85 C 1.19980 5.22072 -0.62001  -0.067
86 C 0.38679 4.21546 -1.13073  -0.071
87 C 0.83021 2.90135 -1.12011  -0.121
88 H 2.82300 -2.01591 -1.48856  0.092
89 H 2.88299 -3.06977 -3.70946  0.111
90 H 2.76008 -1.67584 -5.74638  0.114
91 H 2.57818 0.77972 -5.55809  0.113
92 H 2.51252 1.84974 -3.33969  0.105
93 H 3.37654 1.64672 2.11574  0.091
94 H 5.28084 1.14088 3.59257  0.112
95 H 7.11212 -0.31804 2.79561  0.114
96 H 7.04501 -1.24797 0.50750  0.113
97 H 5.14233 -0.75442 -0.97559  0.102
98 H 3.87698 3.36245 0.29478  0.104
99 H 3.09223 5.69591 0.27189  0.114
100 H 0.86106 6.24856 -0.63510  0.114
101 H -0.58258 4.45960 -1.54751  0.112
102 H 0.19531 2.12511 -1.54251  0.098